[1]
DFT (ωB97M-V with the def2-TZVPD basis set) results for the molecule C30H33ClN2O4 at a distorted geometry.

Each line ends with the Löwdin charge.
Atoms and positions in Å:
C: 0.2521 -3.3804 4.3220  -0.0780
N: 4.8548 2.9795 0.3039  -0.1585
C: 4.3664 -0.0443 0.4956  0.0416
C: -0.2547 -2.4338 -0.2678  -0.0192
C: -2.0020 -1.1661 -1.9666  -0.0375
H: -6.2602 -2.3977 -2.5185  0.1056
C: -1.9292 1.6998 -2.0388  -0.1510
H: -3.3959 -0.3425 -3.5652  0.1266
C: -1.8012 3.3072 -2.2237  -0.1609
C: 2.3081 -1.5568 -0.2228  0.0144
C: -0.5490 -1.5606 -1.5478  0.0187
H: -2.1555 3.6290 -3.2602  0.1385
H: 1.8024 -4.4242 2.9574  0.0984
C: 3.6477 -2.2382 2.0586  -0.1216
C: 0.6990 -0.6918 4.5636  -0.0680
H: 5.5186 3.7782 0.3106  0.1031
O: 0.7410 -1.0841 -3.6559  0.0523
H: -0.3674 -4.3152 4.5482  0.0894
H: -1.2543 3.1328 0.3430  0.1224
H: 3.7291 -3.3119 1.6822  0.1124
H: -1.1802 -3.5267 1.6343  0.0982
O: -2.5634 3.9661 -1.1853  -0.1945
H: -4.7787 -0.4626 -2.0252  0.0882
C: 1.2934 -2.7915 0.0254  -0.2459
C: 2.0106 -0.6714 -1.4934  -0.0282
H: -5.2383 -0.9815 -0.2927  0.1172
H: -0.0827 5.3195 -0.9226  0.0711
H: -1.0842 1.3794 -1.3295  0.1283
C: 1.5080 -3.4091 3.4188  -0.0456
H: 5.2136 0.1651 1.2377  0.1163
H: 6.1151 1.7165 -0.9858  0.1254
H: 2.9626 2.9150 1.3299  0.0839
H: -1.7507 -0.8937 -4.1544  0.1386
H: -0.6849 3.5702 -2.1193  0.1178
C: -0.7519 5.3372 0.0149  -0.0958
H: -0.0479 5.2483 0.9150  0.0731
O: 1.6803 -3.9351 0.3764  0.0339
H: 3.4064 4.5964 0.6879  0.0902
C: -3.1375 -1.6638 -0.9904  -0.1017
H: -1.0784 -1.8762 5.5557  0.0758
O: -1.7010 1.0055 -3.2978  -0.1743
H: -1.2776 6.3595 0.1037  0.0825
C: -1.4032 -2.9184 0.6827  0.0227
N: -5.6544 -3.6768 -0.8135  -0.0382
H: -3.7087 -2.8037 0.9999  0.0941
H: -5.7787 -3.2436 0.1119  0.0528
Cl: 2.6346 1.6298 -3.2138  0.6078
C: 3.4495 3.4673 0.4349  -0.1510
C: 3.4647 -1.2762 0.7765  -0.0985
H: -2.9771 1.4298 -1.6726  0.1366
H: 2.7965 3.2963 -0.4890  0.0713
C: 2.9121 0.5563 -1.7717  -0.4530
C: -1.7946 4.1062 0.0386  -0.2535
C: -0.1518 -1.9701 4.9032  -0.0735
C: -5.3557 -2.6670 -1.8748  -0.2658
H: 2.6028 0.1704 3.3975  0.0979
H: -2.5533 4.3282 0.8704  0.1250
H: -4.8491 -4.3275 -0.7726  0.0670
C: -4.6956 -1.3022 -1.2544  -0.1564
C: -2.8480 -2.4942 0.3039  -0.0180
H: 4.7912 2.7282 -1.8702  0.0892
H: 4.5387 -1.8751 2.6710  0.1154
C: -2.2695 -0.3195 -3.2944  -0.1776
C: 1.9707 -0.7588 3.6405  -0.0243
C: 0.7423 -1.0942 -2.4036  -0.2465
C: 5.0490 2.1386 -0.9253  -0.2142
C: 4.0759 0.8494 -0.7540  -0.1371
C: 2.3662 -2.1415 3.0530  -0.1627
H: 0.4092 0.3494 4.9643  0.0842
H: -4.5458 -3.1273 -2.5597  0.1232

Forces on atoms 1 to 2 (eV/Å):
C 2.3 4.3 -0.8
N 0.2 0.4 -0.9

Its net charge is 0. Its SMILES is CCOCCOCc1c(CCN)ccc2c1C(=O)c1c(Cl)c(CNC)cc(Cc3ccccc3)c1C2=O. The frontier orbital gap comes out at 7.5484 eV. The HOMO energy comes out at -8.673 eV. The calculation puts the LUMO energy at -0.04131 Eh.



[2]
DFT (ωB97M-V with the def2-TZVPD basis set) results for a cluster of 3 separate species, C30H33F16N5O2S in total at a distorted geometry.

Each line ends with the Löwdin charge.
Atoms and positions in Å:
C: 0.3513 -4.5967 3.5544  -0.1377
H: 1.0404 -6.7884 3.1263  0.1433
H: -0.6413 -4.8336 4.1732  0.1301
F: -0.0358 -0.5149 -4.0982  0.0164
F: 1.0878 2.3196 -1.9749  0.0470
H: 5.0390 0.8128 3.4286  0.0678
C: -7.0730 4.0643 1.2512  -0.1927
C: -0.7658 -6.3982 1.7823  -0.2166
H: 2.1463 0.6197 -0.2887  0.1099
H: 2.4663 -2.6121 2.2713  0.1082
C: 0.6101 -5.8697 2.5010  -0.0835
H: -2.9665 5.2334 0.6686  0.0905
C: -1.8038 3.0821 0.0661  0.0299
F: -9.7642 1.1059 1.6287  -0.0030
H: -7.2525 2.2040 2.6000  0.1240
C: 5.1553 1.7321 2.7102  -0.1483
C: 6.3167 -3.1812 -1.7315  -0.7204
H: 4.7020 1.5628 -6.4372  0.0993
C: -1.9185 1.4147 0.0902  -0.1236
N: 5.2450 -3.2645 -2.5403  0.1584
C: -5.6316 4.3681 1.9716  -0.1811
H: 8.3321 -3.1052 -1.7994  0.1118
F: 1.1492 -1.3348 -2.2000  0.0234
H: -7.6788 5.0661 1.2525  0.1184
C: 1.3580 1.1977 -2.9007  -0.1257
F: -1.6850 1.2631 -2.5295  0.0119
F: 1.1685 1.7530 -4.2899  0.0211
C: -7.9868 2.9172 1.9928  -0.0922
C: 0.1415 -3.2724 2.5813  -0.0866
F: -1.1790 -5.5909 0.5858  0.0003
H: 5.1076 2.7024 3.3960  0.0768
C: 2.9356 0.5891 1.8490  -0.1982
N: 7.4999 -3.1670 -2.3714  0.1490
C: 3.6067 -1.2430 0.0120  -0.1026
H: 1.9434 1.0473 2.3246  0.1260
C: -3.0308 4.0460 0.6666  -0.0148
H: 4.5107 1.6909 0.4378  0.1151
H: -5.5058 1.2114 1.7510  0.0897
H: 4.4156 -0.7606 -0.6887  0.0946
F: -1.8255 -1.0712 -2.0612  0.0209
C: -4.5568 1.7812 1.3118  -0.0134
C: 1.0564 -1.0436 0.9677  -0.0152
F: -8.8148 2.7386 -1.5236  0.0346
H: 5.3020 -3.3131 -3.5435  0.0990
C: -9.5920 2.7637 -0.2550  -0.1480
C: 2.4078 -0.2199 0.4833  -0.3105
C: 5.7167 1.6948 -4.6252  -0.7223
C: 1.3520 -2.3465 1.9744  0.0459
F: -7.7970 1.0127 0.2533  -0.0087
H: 4.3349 -3.2781 -2.0988  0.0923
F: 2.7840 0.7162 -2.8713  0.0249
H: -0.8729 3.6645 -0.3655  0.0909
C: -3.3440 0.8307 0.7197  -0.3335
F: -10.8436 1.9639 -0.5111  0.0125
N: 4.6450 1.6115 -5.4340  0.1575
F: -1.9029 -6.5812 2.7593  -0.0125
H: 1.2897 -4.4568 4.2715  0.1294
S: -3.4764 -1.0756 0.7556  0.8443
C: -8.7702 1.9500 0.9122  -0.1932
H: 3.1581 -2.2445 -0.4282  0.0789
F: -0.4834 -7.7773 1.2422  -0.0285
C: -0.9678 0.1180 -1.8532  -0.2020
O: 6.2232 -3.1233 -0.5155  0.0146
H: 6.9971 1.6620 -6.2653  0.0956
F: -2.5671 -3.6127 2.7381  -0.0863
H: -8.7180 3.3801 2.8133  0.1518
H: -6.8274 3.6674 0.1526  0.1356
O: 5.6232 1.7527 -3.4092  0.0180
H: 7.5971 -3.2139 -3.3716  0.0959
C: -4.4274 3.4216 1.3280  -0.1309
H: -5.7034 4.0954 3.1316  0.1263
H: 3.3199 -0.2325 2.5882  0.0953
F: -10.0475 4.1203 0.1486  0.0372
H: 3.7349 1.5979 -4.9925  0.0832
C: 4.0185 1.7746 1.5024  -0.2235
N: -0.7801 0.5380 -0.4158  -0.0211
H: 3.4473 2.8078 1.6502  0.1116
C: 0.4074 -0.1203 -2.7080  -0.0597
C: -0.4967 -0.6185 0.5153  -0.0799
H: 1.3542 -5.5484 1.6248  0.1479
N: 6.8999 1.7089 -5.2651  0.1463
H: 6.2216 1.7387 2.1933  0.0781
H: 7.7321 1.7707 -4.6931  0.1113
C: -1.3980 -2.8489 2.1907  -0.0628
H: -5.3105 5.5115 1.9505  0.1211
C: -1.6857 -1.5801 1.1934  -0.2752
H: 4.1766 -1.5573 1.0122  0.0906

Forces on atoms 1 to 2 (eV/Å):
C -0.3 0.2 -1.4
H -1.0 1.9 -1.6

Its net charge is 0. Its SMILES is CCC[C@@H](C)c1cc(CCC(F)(F)F)c(F)c2c1N(C(F)(F)C(F)(F)C(F)(F)F)c1ccc(CCCC(F)(F)C(F)(F)F)cc1S2.NC(N)=O.NC(N)=O. The frontier orbital gap comes out at 7.6640 eV. The HOMO energy comes out at -8.204 eV. The calculation puts the LUMO energy at -0.01986 Eh.



[3]
DFT (ωB97M-V with the def2-TZVPD basis set) results for a cluster of 3 separate species, C30H33FN2O9P2 in total at a distorted geometry.

Each line ends with the Löwdin charge.
Atoms and positions in Å:
C: -5.3475 1.3638 -1.5450  -0.0650
O: -4.8827 3.0322 0.4696  -0.1841
H: 0.7463 5.7233 -3.1953  0.0753
O: 3.3289 -1.9914 4.1775  0.0818
H: -6.4079 4.1974 0.7393  0.1069
C: 1.4060 -3.1163 4.9214  -0.2279
C: -3.3670 -1.7198 -0.2430  -0.1534
H: 3.3165 -1.1979 -4.3644  0.1371
O: 3.6480 -4.2516 8.2763  0.1043
H: -2.4562 -2.1865 0.2216  0.1127
C: 3.2221 -2.1292 -3.8230  0.0793
C: 3.7562 -3.3327 -4.4597  -0.3148
N: 0.5050 2.2729 -1.5539  0.1170
C: -6.1722 3.6500 -0.2006  0.0127
N: -0.7907 0.3150 0.3745  0.1103
C: -3.5793 -0.2578 0.3858  -0.0979
H: 3.5569 1.1181 1.4488  0.0469
H: 3.9615 -0.5685 2.0964  0.0323
H: 2.9295 -5.6345 -1.9967  0.1368
H: 0.1037 0.5331 3.5002  0.0458
F: -3.0903 -1.6172 -1.6363  -0.0883
C: 2.5247 -3.4934 -1.8843  -0.3118
H: -1.2546 7.0142 -3.9486  0.0613
H: 1.7826 -1.4175 -1.1615  0.0837
O: 2.1427 -1.1027 -2.0155  0.0771
O: 4.3034 -3.3126 -5.5469  0.1111
C: 3.5698 -3.0927 6.2433  0.0761
C: -1.7504 2.7248 -2.4546  -0.2907
H: 1.3765 -2.1638 3.3156  0.0199
O: 4.0899 -5.7311 -4.3529  0.1024
H: 3.0116 -4.7938 8.7817  0.1190
C: 1.1946 0.6681 3.2549  -0.2766
H: 2.2585 1.7148 -0.5149  0.1043
C: 2.9873 -3.8592 7.1705  -0.2293
H: -4.6748 -0.1278 0.5643  0.0891
C: 3.0374 -4.7008 -2.5315  0.0773
C: -3.8009 1.5677 -1.5358  -0.1567
H: -5.8923 1.9647 -2.3113  0.1086
C: 0.2536 3.0476 -4.7047  -0.3030
C: 0.5406 0.5963 0.3726  -0.3959
C: 2.6440 -2.1981 -2.6200  -0.2235
P: -1.0515 3.9822 -3.6798  0.9343
C: -2.9943 0.8112 -0.6063  -0.0833
H: 4.5929 -2.7546 6.3351  0.1359
H: -5.6551 0.2920 -1.4796  0.1096
P: 1.5672 -0.3131 1.6689  0.9094
H: -2.2113 6.5351 -2.5005  0.0587
C: -1.1646 6.7214 -2.8611  -0.2062
H: -6.4626 1.4189 0.6291  0.1402
C: 3.3846 0.0070 1.3231  -0.2908
O: 2.0077 -3.5082 -0.7829  0.1105
H: 1.3042 1.7615 2.9819  0.0446
C: -1.5048 1.0408 -0.5668  -0.1251
H: -0.2023 -4.2124 5.7657  0.1362
C: 3.6124 -4.6324 -3.7359  -0.2306
H: -3.7978 3.1092 -3.2352  0.0970
C: 2.8304 -2.6776 5.0525  -0.3056
H: 4.4541 -5.4157 -5.2025  0.1182
C: -0.8504 1.9865 -1.4837  -0.1895
H: -0.0912 5.2315 -1.6654  0.0644
C: -5.8173 2.0549 -0.0862  -0.2332
C: 0.8254 -3.8864 5.8490  0.0748
O: 0.7369 -2.7034 3.8308  0.0702
C: 1.5727 -4.3204 7.0269  -0.3173
C: -3.1864 2.5452 -2.4924  -0.0287
H: -0.7235 7.6005 -2.3225  0.0640
C: 1.1474 1.5589 -0.5909  -0.1024
H: -0.1447 2.8021 -5.7286  0.0287
H: -5.5971 4.0526 -1.0674  0.0976
H: 3.6350 -0.3501 0.2911  0.0335
H: 1.2272 3.5987 -4.7305  0.0332
H: -4.2468 -2.3899 -0.0594  0.1145
O: 1.0880 -5.0329 7.8875  0.1088
H: 1.8635 0.3721 4.1001  0.0364
H: -3.0379 -0.2713 1.3634  0.1098
C: -0.2520 5.4153 -2.7602  -0.4442
H: 0.4107 2.0634 -4.1816  0.0166

Forces on atoms 1 to 2 (eV/Å):
C 0.3 1.4 3.0
O -2.0 -2.4 -1.0

Its net charge is 0. Its SMILES is CCP(C)c1cc(C[C@@H]2CO2)c(CCF)c2nc(P(C)C)cnc12.O=C1C=C(O)C(=O)C=C1O.O=C1C=C(O)C(=O)C=C1O. The frontier orbital gap comes out at 6.2903 eV. The HOMO energy comes out at -7.827 eV. The calculation puts the LUMO energy at -0.05648 Eh.



Number 1 is which compound?
C30H33ClN2O4